# 1
The following is a quantum chemistry calculation of a molecular structure, C45H43FN2OPRbSSi, from OMol25.

Each line ends with the Löwdin charge.
Geometry (Å):
Rb 1.193 -1.547 -0.444  0.6995
S -2.556 -5.681 -1.254  1.0555
P 2.014 2.210 -1.419  1.1223
Si 1.442 -1.539 3.518  0.3547
F -0.731 0.454 0.232  -0.0721
O 3.967 -0.768 -0.186  -0.1828
N 0.501 -0.756 2.338  -0.1168
N -1.321 -3.426 -0.960  0.0790
C 1.845 3.013 2.571  -0.0626
C 4.434 0.944 -1.789  -0.2639
C -5.194 -0.286 -0.770  -0.5504
C -2.671 -3.145 -0.960  -0.2878
C 6.361 1.914 -2.926  -0.1224
C -1.037 0.489 3.840  -0.0612
C -5.418 -2.809 -1.118  -0.0526
C 3.736 2.155 -1.998  -0.3396
C 0.308 -6.708 -0.918  -0.1196
C 0.690 4.318 -4.710  -0.1041
C -2.615 2.057 2.882  -0.1484
C 5.665 3.114 -3.117  -0.1318
C 0.226 -5.328 -1.182  -0.3200
C 2.166 4.358 2.669  -0.0994
C 1.202 3.436 -2.511  -0.3674
C -6.611 -0.185 -1.344  -0.0795
C -4.894 -4.088 -1.210  -0.1004
C -4.598 -1.686 -0.933  -0.1730
C -3.225 -1.871 -0.843  0.0548
C 2.469 5.083 1.520  -0.1047
C 2.441 4.465 0.280  -0.1031
C -0.499 0.097 2.574  -0.3740
C -5.247 0.044 0.729  -0.0373
C 4.370 3.221 -2.640  -0.1333
C 0.484 -2.724 4.659  -0.1845
C 2.640 -6.630 -1.409  -0.1405
C 1.815 2.395 1.326  -0.0740
C 2.338 -0.337 4.702  -0.1821
C 1.451 3.504 -3.883  -0.1033
C 2.102 3.116 0.169  -0.3541
C 1.333 -4.525 -1.560  -0.1169
C 5.763 0.862 -2.273  -0.0656
C 0.137 4.190 -2.004  -0.1005
C -2.047 1.426 3.982  -0.1393
C 2.532 -5.267 -1.647  -0.1797
C -2.140 1.701 1.620  -0.0698
C -4.329 0.755 -1.496  -0.0489
C -1.145 0.766 1.499  -0.2515
C -0.349 5.077 -4.191  -0.1192
C -1.086 -4.690 -1.099  -0.5057
C 1.517 -7.364 -1.031  -0.1435
C 3.790 -0.272 -1.303  -0.3606
C -3.521 -4.251 -1.133  -0.4908
C -0.624 5.002 -2.831  -0.1021
C 2.762 -2.546 2.642  -0.1838
H -5.903 -0.662 1.245  0.0856
H 3.834 4.154 -2.771  0.0904
H 2.249 2.909 -4.309  0.1045
H -6.630 -0.472 -2.398  0.0868
H 1.590 -8.425 -0.817  0.0788
H 3.381 -3.100 3.356  0.0226
H 0.909 4.352 -5.771  0.0933
H -2.527 2.157 0.715  0.1037
H 1.576 1.338 1.275  0.0788
H 1.649 0.408 5.110  0.0031
H 3.447 -4.743 -1.921  0.0671
H -3.401 2.793 2.990  0.0772
H -0.266 -2.189 5.248  0.0053
H 2.183 4.846 3.636  0.0912
H 6.306 -0.064 -2.120  0.1035
H 2.783 -0.877 5.544  0.0123
H -5.549 -4.940 -1.351  0.0971
H -0.628 0.027 4.731  0.0720
H 7.383 1.815 -3.277  0.0861
H 3.601 -7.130 -1.503  0.0787
H -0.566 -7.270 -0.598  0.0631
H 2.674 5.033 -0.614  0.1003
H 1.173 -3.213 5.356  0.0129
H -4.255 -0.016 1.176  0.0748
H -0.030 -3.506 4.095  0.0207
H -4.260 0.521 -2.560  0.0920
H -0.944 5.711 -4.837  0.0873
H -7.320 -0.810 -0.798  0.0695
H -1.441 5.575 -2.409  0.0940
H -0.101 4.134 -0.949  0.1038
H 6.131 3.950 -3.626  0.0784
H -2.545 -1.044 -0.684  0.1078
H 3.425 -1.904 2.056  0.0124
H 2.335 -3.284 1.957  0.0212
H -2.395 1.667 4.982  0.0848
H 3.138 0.199 4.186  0.0192
H -3.318 0.800 -1.094  0.0591
H 1.602 2.430 3.453  0.0965
H -5.628 1.057 0.892  0.0835
H -4.771 1.749 -1.389  0.0822
H 2.727 6.134 1.594  0.0896
H -6.490 -2.691 -1.193  0.0897
H -6.959 0.848 -1.264  0.0775

Forces on atoms 1 to 2 (eV/Å):
0.03 -0.30 -0.18
-0.02 -0.03 -0.05

- Highest occupied orbital energy: -0.639 eV
- Net charge: -2
- Frontier orbital gap: 4.57 eV

# 2
The following is a quantum chemistry calculation of a gas-phase ion, C3H6N (charge +1) at a distorted geometry, from OMol25.

Each line ends with the natural charge from an NBO analysis.
Geometry (Å):
N -0.463 0.621 -0.518  -0.3922
C 1.219 -0.875 0.439  -0.2682
C 0.852 0.114 -0.357  -0.1071
C -1.505 0.367 0.171  0.1311
H -2.420 0.880 -0.093  0.2386
H -0.555 1.262 -1.302  0.4522
H 0.552 -1.334 1.174  0.2086
H 2.177 -1.375 0.367  0.2563
H 1.622 0.575 -0.947  0.2483
H -1.478 -0.234 1.066  0.2323

Forces on atoms 1 to 2 (eV/Å):
0.02 0.07 0.28
-0.99 -0.72 0.63

- Structure (SMILES): C=C[NH+]=C
- Highest occupied orbital energy: -15.458 eV
- Net charge: +1
- Frontier orbital gap: 9.46 eV

# 3
The following is a quantum chemistry calculation of 2 unconnected molecules or ions with the total composition H5N2O2P at a distorted geometry, from OMol25.

Each line ends with the natural charge from an NBO analysis.
Geometry (Å):
P 1.384 0.306 0.537  1.4579
O 2.270 1.134 -0.537  -0.9857
O 1.933 -1.135 -0.011  -0.9626
N -0.239 0.159 -0.105  -0.7724
N -1.404 0.682 0.348  -0.6440
H -1.732 1.439 -0.253  0.3453
H 1.894 -0.933 -0.967  0.4731
H -0.284 -0.512 -1.358  0.2395
H 2.581 1.816 0.007  0.4888
H -2.238 0.087 0.751  0.3600

Forces on atoms 1 to 2 (eV/Å):
-2.05 -1.46 0.73
-0.79 -0.54 -1.32

- Highest occupied orbital energy: -9.108 eV
- Frontier orbital gap: 9.92 eV

# 4
The following is a quantum chemistry calculation of a molecular structure, C13H9CoN7O7S at a distorted geometry, from OMol25.

Each line ends with the natural charge from an NBO analysis.
Geometry (Å):
Co 0.911 -0.449 -0.948  1.0251
S 0.907 0.652 -2.910  -0.3258
O -4.926 -0.735 -0.036  -0.3890
O -5.195 3.610 1.524  -0.3750
O 1.185 1.155 0.271  -0.4594
O -3.449 4.868 1.684  -0.3787
O 0.804 3.214 0.557  -0.3371
O -3.095 -1.779 -0.432  -0.3619
O -0.868 -0.323 -0.534  -0.6751
N 2.708 -0.737 -1.307  -0.1957
N 3.226 1.387 -3.976  -0.7678
N 0.387 2.096 0.391  0.5449
N -3.710 -0.773 -0.139  0.5316
N -4.001 3.817 1.413  0.5366
N 3.411 -0.083 -2.237  -0.4327
N 1.179 -1.960 0.288  -0.4777
C -1.563 0.592 -0.029  0.5199
C 2.920 -3.258 1.289  -0.2262
C -1.007 1.857 0.401  -0.1273
C 2.656 0.647 -3.022  0.3229
C 3.321 -1.601 -0.566  0.0026
C -3.167 2.720 0.939  -0.0694
C -1.807 2.898 0.846  -0.0780
C 0.290 -2.553 1.079  0.0753
C -2.990 0.468 0.141  -0.1057
C 1.994 -3.866 2.112  -0.1410
C -3.758 1.512 0.600  -0.0853
C 2.487 -2.299 0.377  0.1688
C 0.654 -3.510 2.008  -0.2519
H -4.824 1.382 0.702  0.2878
H -1.355 3.834 1.138  0.2812
H -0.744 -2.265 0.936  0.2366
H 3.970 -3.511 1.334  0.2297
H 2.646 1.941 -4.575  0.4125
H -0.101 -3.959 2.638  0.2338
H 2.299 -4.621 2.824  0.2278
H 4.225 1.400 -4.080  0.4079
H 4.381 -1.772 -0.699  0.2156

Forces on atoms 1 to 2 (eV/Å):
0.18 -0.53 -0.84
0.13 0.32 -0.13

- Highest occupied orbital energy (alpha / beta): -8.403 / -8.395 eV
- <S²>: 0.759
- 2S+1: 2
- Frontier orbital gap (alpha / beta): 7.08 / 7.09 eV

# 5
The following is a quantum chemistry calculation of a molecular structure, C22H22CdFI2N3O5S4, from OMol25.

Each line ends with the natural charge from an NBO analysis.
Geometry (Å):
I -0.336 5.151 3.039  0.0197
I -1.482 2.178 1.284  0.2150
Cd -0.572 -2.557 0.529  1.6115
S -2.446 -0.759 0.891  -0.6967
S -1.583 -4.296 2.239  -0.7238
S -3.538 -1.661 2.402  -0.1053
S -2.203 -2.776 3.496  -0.0998
F 2.464 6.317 -1.382  -0.3507
O 1.423 -2.336 1.343  -1.0456
O 0.005 -1.655 -1.482  -0.8927
O 0.848 1.994 -3.252  -0.6210
O -5.405 -3.985 -5.018  -0.6177
O 1.100 -1.136 -3.362  -0.7000
N 2.078 1.199 0.568  -0.4104
N -2.103 -3.639 -1.215  -0.4731
N -6.544 -2.955 -3.356  -0.8269
C 2.706 3.516 0.905  -0.0434
C 3.875 0.197 1.905  -0.6234
C -3.337 -3.812 -0.749  0.0547
C 1.716 -2.803 2.615  -0.2179
C 2.783 4.794 0.390  -0.2718
C 2.193 2.483 0.091  0.2355
C -4.452 -3.807 -1.572  -0.2574
C 1.599 0.219 -0.237  0.1413
C 2.368 5.039 -0.912  0.3469
C 1.232 1.688 -2.127  0.5094
C -5.430 -3.554 -3.881  0.6657
C 2.482 0.815 1.928  -0.0447
C -0.823 4.217 1.172  -0.7574
C -4.270 -3.637 -2.938  -0.1249
C 1.870 4.055 -1.718  -0.2450
C 1.776 2.751 -1.222  -0.1568
C -2.981 -3.493 -3.426  -0.2259
C -1.926 -3.475 -2.526  0.0674
C 0.739 -0.906 -2.208  0.7893
C 3.134 3.210 2.316  -0.4290
C 1.196 0.377 -1.524  -0.3147
C 2.357 2.015 2.854  -0.4068
H 0.078 4.273 0.573  0.2175
H 4.606 0.887 1.475  0.1913
H -2.808 -3.350 -4.484  0.2291
H -5.436 -3.939 -1.140  0.2116
H 1.538 4.244 -2.731  0.2526
H 4.191 -0.067 2.917  0.2030
H -3.422 -3.931 0.325  0.2413
H -6.444 -2.366 -2.547  0.4009
H -0.912 -3.271 -2.845  0.2498
H 1.563 -0.758 0.243  0.2752
H 0.834 -2.906 3.265  0.1538
H -7.275 -2.733 -4.010  0.3911
H 2.421 -2.125 3.138  0.1049
H 1.774 0.043 2.239  0.2542
H 2.709 1.733 3.848  0.2083
H 3.147 5.612 1.001  0.2168
H -1.611 4.824 0.742  0.2087
H 2.969 4.090 2.941  0.2181
H 3.857 -0.714 1.306  0.2438
H 1.301 2.281 2.945  0.2269
H 2.197 -3.798 2.599  0.1234
H 4.209 2.998 2.341  0.2037

Forces on atoms 1 to 2 (eV/Å):
0.01 -0.01 -0.01
0.03 0.00 0.01

- Highest occupied orbital energy: -1.991 eV
- Net charge: -2
- Frontier orbital gap: 5.45 eV

# 6
The following is a quantum chemistry calculation of a molecular structure, C2HCl3NO2 at a distorted geometry, from OMol25.

Each line ends with the natural charge from an NBO analysis.
Geometry (Å):
Cl -0.743 -1.968 -0.119  0.0741
Cl -2.437 -0.048 1.062  0.0008
Cl -1.724 0.189 -1.718  0.0254
O 2.404 0.747 0.564  -0.7566
O 1.712 -0.445 -1.121  -0.7869
N 0.252 0.691 0.264  -0.6574
C -1.219 -0.352 -0.140  -0.0934
C 1.534 0.294 -0.146  0.8166
H 0.221 0.892 1.354  0.3774

Forces on atoms 1 to 2 (eV/Å):
0.27 -1.60 -0.08
-0.33 0.39 0.43

- Highest occupied orbital energy: -4.165 eV
- Net charge: -1
- Frontier orbital gap: 7.19 eV

# 7
The following is a quantum chemistry calculation of C4H11NOS in the gas phase at a distorted geometry, from OMol25.

Each line ends with the natural charge from an NBO analysis.
Geometry (Å):
S -1.878 -0.268 0.026  1.2437
O -2.375 1.284 -0.368  -0.9370
N -1.693 -1.094 -1.291  -1.1498
C 0.075 0.096 0.173  -0.0848
C 0.664 -1.273 -0.042  -0.6531
C 0.332 0.558 1.560  -0.6393
C 0.602 1.070 -0.855  -0.6199
H 0.278 0.804 -1.779  0.2311
H -2.305 -1.846 -1.429  0.3646
H 1.210 0.234 1.970  0.2132
H 0.458 2.063 -0.488  0.2125
H 1.420 -1.246 -0.819  0.2162
H -0.097 -1.924 -0.389  0.2545
H 1.108 -1.634 0.839  0.2025
H -3.016 1.407 -1.108  0.5085
H 0.294 1.646 1.625  0.2099
H 1.668 1.030 -0.775  0.2114
H -0.416 0.256 2.295  0.2158

Forces on atoms 1 to 2 (eV/Å):
1.37 0.00 -2.11
-0.12 0.54 -0.04

- Highest occupied orbital energy: -8.883 eV
- Frontier orbital gap: 9.62 eV